# 1
Below is a 11-piece molecular cluster, C33H53NO44S10 overall in a non-equilibrium geometry, with properties calculated with ωB97M-V with the def2-TZVPD basis set.

Last column: Löwdin charge in e.
Positions of all 141 atoms, in Å:
O 3.791 0.405 -1.523  0.06
C 3.218 -0.146 -2.429  -0.36
O 3.273 0.234 -3.709  -0.03
C 3.053 1.662 -3.915  -0.14
C 2.036 1.865 -5.047  -0.14
C 1.286 3.206 -4.857  -0.18
C -0.070 3.223 -5.572  -0.12
C -1.202 2.618 -4.785  -0.14
C -1.858 3.313 -3.765  0.00
C -2.904 2.753 -3.053  -0.05
C -3.391 1.476 -3.330  0.02
C -2.751 0.773 -4.329  -0.09
C -1.665 1.334 -5.031  -0.04
C -1.194 0.284 -6.021  -0.36
O -0.554 0.355 -7.025  0.15
N -1.701 -0.953 -5.459  0.12
C -2.993 -0.602 -4.920  -0.37
O -4.004 -1.236 -4.989  0.14
H 2.630 -1.051 -2.211  0.14
H 3.990 2.145 -4.187  0.13
H 2.658 2.078 -2.988  0.12
H 2.613 1.935 -5.972  0.12
H 1.341 1.031 -5.154  0.10
H 1.231 3.490 -3.803  0.11
H 1.909 3.957 -5.350  0.09
H -0.344 4.253 -5.822  0.12
H 0.023 2.689 -6.520  0.11
H -1.531 4.314 -3.502  0.12
H -3.362 3.348 -2.271  0.06
H -4.213 1.031 -2.783  0.12
H -1.160 -1.218 -4.637  0.14
C -7.820 4.784 -1.198  -0.15
C -7.548 3.312 -0.974  -0.16
O -6.127 3.179 -1.149  -0.19
S -5.406 4.512 -0.651  0.59
O -4.940 4.318 0.676  -0.21
O -4.551 4.968 -1.688  -0.23
O -6.699 5.453 -0.595  -0.18
H -7.835 5.031 -2.261  0.13
H -8.749 5.111 -0.738  0.14
H -8.080 2.679 -1.678  0.14
H -7.793 3.006 0.040  0.09
C -1.578 5.838 1.962  -0.14
C -1.761 4.523 2.681  -0.16
O -1.694 3.533 1.631  -0.18
S -0.691 4.025 0.500  0.59
O 0.578 3.421 0.703  -0.22
O -1.359 3.952 -0.750  -0.22
O -0.595 5.562 0.946  -0.20
H -2.498 6.158 1.468  0.13
H -1.227 6.625 2.624  0.13
H -2.713 4.461 3.201  0.14
H -0.947 4.344 3.387  0.09
C 6.622 -1.397 0.086  -0.16
C 5.557 -2.453 0.021  -0.17
O 6.252 -3.688 0.256  -0.22
S 7.487 -3.423 1.255  0.60
O 7.090 -3.763 2.573  -0.22
O 8.656 -3.956 0.658  -0.21
O 7.507 -1.822 1.136  -0.18
H 7.193 -1.353 -0.843  0.14
H 6.216 -0.414 0.308  0.14
H 5.053 -2.470 -0.942  0.13
H 4.819 -2.325 0.816  0.14
C 1.594 2.747 6.251  -0.15
C 2.556 3.905 6.402  -0.15
O 1.817 5.042 5.939  -0.18
S 0.267 4.844 6.293  0.64
O -0.025 5.552 7.483  -0.20
O -0.488 5.043 5.100  -0.24
O 0.314 3.273 6.623  -0.25
H 1.541 2.413 5.212  0.14
H 1.846 1.905 6.889  0.13
H 3.460 3.778 5.814  0.14
H 2.822 4.071 7.449  0.14
C 5.159 -6.399 -1.548  -0.16
C 4.340 -6.452 -0.285  -0.16
O 2.986 -6.430 -0.744  -0.18
S 2.879 -7.177 -2.149  0.60
O 2.431 -8.509 -1.927  -0.23
O 2.236 -6.305 -3.062  -0.21
O 4.448 -7.218 -2.496  -0.18
H 5.200 -5.384 -1.947  0.13
H 6.169 -6.773 -1.405  0.14
H 4.528 -5.607 0.370  0.12
H 4.512 -7.383 0.262  0.14
C 1.551 8.347 -2.809  -0.16
C 1.395 7.011 -2.112  -0.15
O 1.544 6.047 -3.163  -0.20
S 2.572 6.600 -4.262  0.59
O 3.852 6.046 -4.005  -0.21
O 1.953 6.513 -5.535  -0.22
O 2.577 8.129 -3.788  -0.18
H 0.636 8.635 -3.330  0.13
H 1.844 9.140 -2.127  0.14
H 0.429 6.898 -1.627  0.13
H 2.189 6.845 -1.382  0.14
C 4.182 -11.016 -1.179  -0.17
C 3.059 -12.023 -1.267  -0.16
O 3.702 -13.291 -1.065  -0.19
S 4.940 -13.112 -0.063  0.60
O 4.531 -13.470 1.247  -0.22
O 6.090 -13.680 -0.668  -0.22
O 5.038 -11.515 -0.138  -0.19
H 4.758 -10.977 -2.106  0.14
H 3.826 -10.023 -0.933  0.10
H 2.552 -12.002 -2.227  0.14
H 2.330 -11.878 -0.468  0.14
C -2.792 -5.546 -2.976  -0.16
C -1.993 -4.469 -3.668  -0.16
O -1.741 -3.481 -2.648  -0.20
S -1.599 -4.221 -1.233  0.59
O -0.218 -4.394 -0.967  -0.22
O -2.481 -3.605 -0.307  -0.22
O -2.210 -5.637 -1.667  -0.19
H -3.840 -5.260 -2.868  0.13
H -2.730 -6.503 -3.486  0.14
H -2.530 -4.021 -4.501  0.13
H -1.030 -4.848 -4.015  0.14
C -6.654 -1.133 2.001  -0.15
C -5.684 0.022 2.129  -0.15
O -6.427 1.161 1.669  -0.19
S -7.970 0.979 2.044  0.60
O -8.235 1.691 3.240  -0.21
O -8.740 1.167 0.865  -0.23
O -7.926 -0.583 2.383  -0.18
H -6.728 -1.480 0.968  0.14
H -6.397 -1.968 2.645  0.14
H -4.787 -0.113 1.530  0.14
H -5.403 0.196 3.169  0.14
C -1.347 0.542 10.980  -0.16
C -0.164 1.354 11.462  -0.16
O 0.367 1.953 10.273  -0.19
S -0.830 2.257 9.245  0.62
O -1.219 3.611 9.376  -0.20
O -0.486 1.695 7.991  -0.22
O -1.945 1.344 9.955  -0.18
H -1.028 -0.403 10.535  0.13
H -2.066 0.345 11.771  0.14
H 0.593 0.745 11.949  0.14
H -0.476 2.153 12.137  0.13

Summary:
**HOMO**: -9.44 eV
**Calculated total energy**: -8636.203127 a.u.
**SMILES**: O=COCCCCc1cccc2c1C(=O)NC2=O.O=S1(=O)OCCO1.O=S1(=O)OCCO1.O=S1(=O)OCCO1.O=S1(=O)OCCO1.O=S1(=O)OCCO1.O=S1(=O)OCCO1.O=S1(=O)OCCO1.O=S1(=O)OCCO1.O=S1(=O)OCCO1.O=S1(=O)OCCO1
**Kohn-Sham gap**: 9.5 eV

# 2
Below is a single C33H54N2O6 molecule in a non-equilibrium geometry, with properties calculated with ωB97M-V with the def2-TZVPD basis set.

Last column: Löwdin charge in e.
Positions of all 95 atoms, in Å:
C 1.619 -0.205 0.182  0.10
C 1.420 -0.026 1.380  -0.07
C 0.807 0.435 2.751  -0.31
C 1.026 2.007 3.037  -0.09
C 2.505 2.253 3.611  -0.18
N 3.550 1.883 2.626  -0.13
C 4.820 1.460 3.266  -0.23
C 5.939 1.061 2.182  -0.08
C 3.775 2.942 1.637  -0.43
C 4.773 4.147 1.930  -0.01
O 3.206 2.867 0.556  0.08
O -0.546 0.023 2.969  -0.12
C -1.438 0.555 1.934  -0.24
C -2.596 1.322 2.710  -0.13
C -3.979 1.432 1.942  -0.18
C -3.957 2.294 0.593  -0.19
C -2.687 3.232 0.390  -0.26
N -3.093 4.315 -0.588  -0.04
C -1.914 -0.711 1.095  -0.27
C -2.755 -1.738 1.998  -0.09
C -2.514 -3.189 1.316  -0.20
C -1.506 -4.106 2.138  -0.18
C -0.972 -5.244 1.135  -0.16
C 0.584 -5.179 0.861  -0.18
O 1.274 -5.468 2.130  -0.07
C 2.367 -4.552 2.195  -0.46
C 2.004 -3.090 2.724  0.00
O 3.498 -4.824 1.859  0.11
O -2.557 -0.400 -0.150  -0.14
C -1.627 -0.298 -1.238  -0.19
C -2.480 -0.406 -2.605  -0.07
C -2.309 0.900 -3.538  -0.34
C -3.745 1.591 -3.615  -0.04
O -1.940 0.444 -4.852  -0.17
C -0.889 1.213 -5.447  -0.17
C 0.262 0.169 -5.853  -0.14
C -0.091 -1.305 -5.926  -0.02
C 1.029 -2.259 -6.265  -0.08
C 2.442 -1.785 -6.525  -0.09
C 2.726 -0.318 -6.449  -0.09
C 1.657 0.672 -6.114  -0.04
H 1.730 -0.438 -0.909  0.07
H 1.427 -0.088 3.557  0.15
H 0.788 2.654 2.145  0.12
H 0.339 2.228 3.924  0.13
H 2.623 3.349 3.933  0.13
H 2.689 1.653 4.564  0.13
H 5.208 2.277 3.971  0.11
H 4.652 0.530 3.902  0.12
H 6.438 0.086 2.488  0.08
H 6.727 1.879 2.096  0.07
H 5.502 0.919 1.144  0.09
H 4.417 5.109 1.460  0.09
H 4.997 4.255 3.033  0.08
H 5.745 3.880 1.393  0.09
H -0.926 1.316 1.270  0.13
H -2.201 2.366 2.952  0.11
H -2.735 0.826 3.729  0.13
H -4.472 0.447 1.705  0.09
H -4.694 1.973 2.652  0.11
H -4.873 2.978 0.626  0.11
H -4.121 1.621 -0.306  0.09
H -2.346 3.772 1.318  0.11
H -1.867 2.660 -0.144  0.10
H -3.977 4.745 -0.265  0.06
H -3.382 3.817 -1.449  0.04
H -0.957 -1.283 0.832  0.13
H -3.867 -1.564 1.948  0.11
H -2.339 -1.821 3.046  0.12
H -3.516 -3.732 1.280  0.11
H -2.200 -3.045 0.228  0.11
H -1.991 -4.600 3.033  0.12
H -0.687 -3.437 2.534  0.09
H -1.237 -6.241 1.618  0.12
H -1.488 -5.167 0.123  0.11
H 0.924 -4.188 0.421  0.13
H 0.908 -5.971 0.105  0.14
H 1.494 -3.144 3.736  0.10
H 2.895 -2.401 2.718  0.09
H 1.225 -2.692 1.999  0.05
H -0.882 -1.161 -1.288  0.12
H -1.036 0.670 -1.174  0.11
H -3.561 -0.527 -2.309  0.11
H -2.148 -1.334 -3.173  0.12
H -1.550 1.555 -3.021  0.13
H -3.663 2.698 -3.826  0.08
H -4.401 1.030 -4.347  0.10
H -4.254 1.491 -2.598  0.06
H -0.400 1.969 -4.766  0.12
H -1.199 1.775 -6.387  0.13
H -1.123 -1.704 -5.742  0.10
H 0.778 -3.361 -6.317  0.09
H 3.214 -2.562 -6.771  0.09
H 3.778 0.042 -6.618  0.09
H 1.905 1.775 -6.057  0.10

Summary:
**HOMO**: -8.75 eV
**Calculated total energy**: -1850.429531 a.u.
**Kohn-Sham gap**: 9.4 eV